(i)
{
  "formula": "C3H8NOS",
  "method": "ωB97M-V with the def2-TZVPD basis set",
  "elements": ["C", "C", "C", "N", "O", "S", "H", "H", "H", "H", "H", "H", "H", "H"],
  "positions_angstrom": [[1.4757, 1.4564, 0.3263], [0.2661, 0.6147, 0.3649], [-2.2596, 0.2328, -0.5907], [0.8850, -1.3686, 0.7130], [0.8901, 0.8607, -0.8250], [-1.3372, 0.8199, 0.8216], [1.2674, 2.4807, 0.3411], [2.2442, 0.9836, 0.8050], [-1.9263, -0.6938, -0.8412], [-2.3601, 0.9257, -1.4655], [-3.3908, 0.0671, -0.4068], [0.4877, -1.7662, -0.1183], [0.4183, -1.6746, 1.5745], [1.8864, -1.3533, 0.6237]],
  "mulliken_charge": [-0.300, 0.484, -0.831, -0.634, -0.282, 0.053, 0.317, 0.287, 0.303, 0.325, 0.343, 0.308, 0.317, 0.311],
  "spin_multiplicity": 1,
  "total_charge": 1,
  "orbital_gap_ev": 10.02
}

(ii)
{
  "formula": "C3H8NOS",
  "method": "ωB97M-V with the def2-TZVPD basis set",
  "elements": ["C", "C", "C", "N", "O", "S", "H", "H", "H", "H", "H", "H", "H", "H"],
  "positions_angstrom": [[0.4763, -0.3871, 1.1661], [1.2214, -1.3603, 0.2184], [0.7399, 0.7822, 0.3490], [-1.5784, 0.4701, -1.0869], [0.3155, 1.9910, 0.4481], [1.5937, 0.0468, -0.9293], [-0.6663, -0.6024, 1.2226], [0.7646, -0.3600, 2.2769], [2.1693, -1.7371, 0.6386], [0.5908, -2.1552, -0.2941], [-2.3201, 1.1140, -0.6844], [-1.7687, -0.4286, -0.7096], [-1.8117, 0.2849, -2.1342], [0.2736, 2.3420, -0.4813]],
  "mulliken_charge": [-0.586, -0.417, 0.584, -0.737, -0.375, 0.055, 0.238, 0.346, 0.371, 0.319, 0.278, 0.228, 0.275, 0.423],
  "spin_multiplicity": 1,
  "total_charge": 1,
  "orbital_gap_ev": 9.53
}

Bottom line: (ii), by a margin of 0.0590 hartree.

(i)
{
  "formula": "C3H8NOS",
  "method": "ωB97M-V with the def2-TZVPD basis set",
  "elements": ["C", "C", "C", "N", "O", "S", "H", "H", "H", "H", "H", "H", "H", "H"],
  "positions_angstrom": [[0.0567, 0.8358, 0.7200], [1.2785, 1.1567, -0.1581], [0.2015, -0.6337, 0.4279], [-0.5445, -1.6109, 0.8311], [-1.1460, -0.3225, -1.3450], [1.6774, -0.6496, -0.3607], [0.4218, 1.0619, 1.6898], [-0.7728, 1.4199, 0.6374], [1.1902, 1.5265, -1.0903], [2.1949, 1.6630, 0.4178], [-1.4323, 0.5997, -1.4748], [-1.4468, -1.5698, 1.2584], [-0.4587, -2.6221, 0.5926], [-1.2198, -0.8549, -2.1462]],
  "mulliken_charge": [-1.053, -0.298, 0.805, -0.353, -0.532, -0.058, 0.316, 0.422, 0.360, 0.314, 0.286, 0.247, 0.249, 0.296],
  "spin_multiplicity": 1,
  "total_charge": 1,
  "orbital_gap_ev": 10.54
}

(ii)
{
  "formula": "C3H8NOS",
  "method": "ωB97M-V with the def2-TZVPD basis set",
  "elements": ["C", "C", "C", "N", "O", "S", "H", "H", "H", "H", "H", "H", "H", "H"],
  "positions_angstrom": [[-0.0136, 0.3750, -1.5045], [1.8225, 0.8064, -0.1935], [-0.9623, -0.7812, 0.6587], [-1.7584, 0.1534, 1.1664], [0.6968, 1.1296, -0.7205], [0.6029, -1.0052, 1.3035], [0.4277, -0.4889, -1.9837], [-0.9009, 0.8230, -1.9124], [2.2535, 1.5218, 0.4843], [2.4322, 0.0094, -0.5951], [-1.3889, -1.5147, -0.0066], [-1.4054, 0.8180, 1.8405], [-2.7215, 0.2429, 0.8797], [0.9153, -2.0895, 0.5832]],
  "mulliken_charge": [-0.453, -0.422, -0.117, -0.279, -0.206, -0.088, 0.346, 0.341, 0.323, 0.387, 0.462, 0.220, 0.254, 0.234],
  "spin_multiplicity": 1,
  "total_charge": 1,
  "orbital_gap_ev": [7.96, 7.96]
}

Bottom line: (i), by a margin of 0.0934 hartree.

(i)
{
  "formula": "C3H14NO4",
  "method": "ωB97M-V with the def2-TZVPD basis set",
  "elements": ["C", "C", "C", "O", "N", "H", "H", "H", "H", "H", "H", "H", "H", "H", "H", "O", "H", "H", "O", "H", "H", "O"],
  "positions_angstrom": [[-2.3237, 0.4831, -0.5157], [-1.0364, -0.1164, 0.0395], [0.1757, 0.6521, -0.4341], [1.3644, 0.1615, 0.1218], [-3.4746, -0.3372, -0.1312], [-2.3540, 0.5542, -1.6000], [-2.3280, 1.5047, -0.1077], [-1.0706, -0.0553, 1.1344], [-0.9357, -1.1893, -0.1391], [0.0566, 1.7030, -0.1334], [0.2637, 0.6519, -1.5312], [-3.6010, -0.4180, 0.8506], [-4.3151, -0.0147, -0.5723], [2.4462, -2.4675, -0.6950], [1.4163, -1.4422, -0.1914], [1.5315, -2.4305, -0.3862], [1.3825, 0.3407, 1.8041], [2.2037, -0.0407, 3.0841], [1.3861, 0.3916, 2.8017], [2.4581, 0.8647, -0.6575], [3.4949, 0.1623, -1.4835], [3.2596, 1.0420, -1.2576]],
  "mulliken_charge": [-0.482, -0.364, -0.645, -0.849, -0.558, 0.384, 0.204, 0.166, 0.333, 0.330, 0.291, 0.197, 0.192, 0.255, 0.421, -0.743, 0.443, 0.267, -0.725, 0.399, 0.241, -0.757],
  "spin_multiplicity": 1,
  "total_charge": -1,
  "orbital_gap_ev": 8.38
}

(ii)
{
  "formula": "C3H14NO4",
  "method": "ωB97M-V with the def2-TZVPD basis set",
  "elements": ["C", "C", "C", "O", "N", "H", "H", "H", "H", "H", "H", "H", "H", "H", "H", "O", "H", "H", "O", "H", "H", "O"],
  "positions_angstrom": [[1.8137, -2.0505, 0.4627], [0.7232, -1.1288, -0.1392], [0.7642, 0.3856, 0.2174], [-0.3957, 0.9496, -0.0052], [2.3171, -3.1663, -0.3914], [1.3289, -2.5591, 1.3860], [2.6174, -1.4646, 0.6902], [0.7249, -1.3128, -1.2526], [-0.2099, -1.4148, 0.2185], [1.6140, 0.8676, -0.4689], [1.1716, 0.5296, 1.1765], [2.6499, -2.9601, -1.2925], [1.6845, -3.9368, -0.4141], [-1.6446, 2.1818, 2.5467], [-1.0166, 1.1052, 1.4582], [-1.2511, 1.2852, 2.5033], [-0.3031, 0.8776, -2.7912], [-0.8182, 0.4164, -1.3127], [-0.7769, 0.1926, -2.3721], [-2.9812, 2.3050, -0.6247], [-1.7241, 2.3225, 0.1375], [-2.4662, 2.8187, -0.1212]],
  "mulliken_charge": [-0.556, -0.285, -0.801, -0.821, -0.619, 0.238, 0.423, 0.343, 0.245, 0.111, 0.484, 0.199, 0.202, 0.289, 0.431, -0.754, 0.246, 0.309, -0.749, 0.249, 0.451, -0.638],
  "spin_multiplicity": 1,
  "total_charge": -1,
  "orbital_gap_ev": 8.56
}

Bottom line: (i), by a margin of 0.0474 hartree.

(i)
{
  "formula": "C2H9N2O",
  "method": "ωB97M-V with the def2-TZVPD basis set",
  "elements": ["C", "C", "N", "N", "O", "H", "H", "H", "H", "H", "H", "H", "H", "H"],
  "positions_angstrom": [[-0.5633, 0.8931, -0.4314], [-0.7072, -0.2678, 0.4345], [-0.9510, -0.1324, 1.7002], [1.5375, -1.3860, -0.9379], [-0.7666, 2.0410, 0.3559], [0.6721, 0.7413, -0.7065], [-1.0564, 0.8347, -1.4095], [-0.3344, -1.2509, 0.0932], [-1.0096, 0.8281, 2.0668], [-1.1215, -0.7929, 2.4506], [1.6700, -2.4239, -1.0213], [1.3855, -0.9164, -1.8536], [2.4194, -0.9796, -0.5335], [-1.1746, 2.8118, -0.2074]],
  "mulliken_charge": [-0.164, 0.144, -0.207, -0.807, -0.564, 0.183, 0.394, 0.355, 0.258, 0.257, 0.253, 0.277, 0.261, 0.360],
  "spin_multiplicity": 1,
  "total_charge": 1,
  "orbital_gap_ev": 9.79
}

(ii)
{
  "formula": "C2H9N2O",
  "method": "ωB97M-V with the def2-TZVPD basis set",
  "elements": ["C", "N", "C", "N", "H", "H", "H", "H", "H", "H", "H", "H", "H", "O"],
  "positions_angstrom": [[1.1419, -1.3002, -1.6933], [-0.1722, 1.0610, 0.6711], [0.6772, 0.6683, -0.2120], [1.3934, -0.4653, -0.4268], [2.1884, -1.7114, -1.9056], [0.8302, -0.5548, -2.6160], [0.4526, -2.1677, -1.5274], [-0.9483, 0.7121, 1.3263], [-0.2880, 2.0071, 0.5394], [0.7512, 1.2744, -1.0454], [2.0520, -0.9417, 0.2475], [-2.7006, -0.2629, 2.5961], [-2.9891, 1.1993, 1.9880], [-2.3889, 0.4819, 2.0581]],
  "mulliken_charge": [-0.672, -0.246, 0.078, -0.216, 0.294, 0.278, 0.273, 0.331, 0.269, 0.319, 0.312, 0.324, 0.306, -0.650],
  "spin_multiplicity": 1,
  "total_charge": 1,
  "orbital_gap_ev": 10.27
}

(iii)
{
  "formula": "C2H9N2O",
  "method": "ωB97M-V with the def2-TZVPD basis set",
  "elements": ["C", "C", "N", "N", "H", "H", "H", "H", "H", "H", "H", "H", "H", "O"],
  "positions_angstrom": [[1.0403, -0.4696, 0.0914], [0.7646, 0.8786, -0.0349], [0.8253, 1.6328, 1.0867], [0.4679, -1.4505, -0.6969], [1.5583, -0.7761, 1.0083], [0.4685, 1.3806, -0.9822], [0.8833, 2.6227, 1.0350], [0.5153, 1.3389, 2.0588], [-0.5640, -1.1264, -0.7203], [0.4427, -2.4462, -0.4230], [0.7787, -1.5037, -1.7212], [-2.0566, 0.2389, 0.5038], [-2.9966, -0.0780, -0.8305], [-2.1277, -0.2420, -0.3750]],
  "mulliken_charge": [-0.494, -0.100, -0.430, -0.205, 0.324, 0.314, 0.240, 0.244, 0.325, 0.387, 0.412, 0.332, 0.337, -0.686],
  "spin_multiplicity": 1,
  "total_charge": 1,
  "orbital_gap_ev": 9.45
}

Bottom line: (iii), by a margin of 0.0020 hartree.

(i)
{
  "formula": "C2H9N2O",
  "method": "ωB97M-V with the def2-TZVPD basis set",
  "elements": ["C", "N", "C", "N", "H", "H", "H", "H", "H", "H", "H", "H", "H", "O"],
  "positions_angstrom": [[-0.0230, 1.7493, -0.1708], [1.5127, -1.5683, -0.2974], [1.4461, -0.2237, -0.4305], [0.2765, 0.3582, -0.4530], [-0.3067, 2.2531, -1.0701], [-0.8148, 1.8041, 0.6439], [0.8622, 2.2336, 0.2305], [0.7809, -1.8906, 0.3653], [2.3269, -2.0353, 0.0763], [2.1911, 0.5552, -0.2631], [-0.5463, -0.2427, -0.4284], [-2.2992, -1.6796, 0.4164], [-3.0697, -0.6035, 1.0024], [-2.3368, -0.7095, 0.3784]],
  "mulliken_charge": [-0.812, -0.487, 0.314, -0.044, 0.317, 0.273, 0.363, 0.250, 0.320, 0.326, 0.203, 0.315, 0.321, -0.659],
  "spin_multiplicity": 1,
  "total_charge": 1,
  "orbital_gap_ev": 11.32
}

(ii)
{
  "formula": "C2H9N2O",
  "method": "ωB97M-V with the def2-TZVPD basis set",
  "elements": ["C", "N", "H", "H", "H", "H", "N", "C", "O", "H", "H", "H", "H", "H"],
  "positions_angstrom": [[-0.5658, -0.9164, 0.4187], [-1.2265, -1.2708, -0.8134], [-1.2797, -1.1030, 1.1989], [0.3847, -1.4738, 0.4772], [-1.3864, -2.2663, -0.8438], [-1.0626, -0.7968, -1.6821], [-0.4077, 0.6145, 0.4598], [1.0355, 1.0621, 0.4270], [1.4413, 0.4663, -0.7964], [-0.8726, 0.9356, -0.3911], [-0.9014, 0.9159, 1.2950], [1.6602, 0.7800, 1.2668], [1.1884, 2.1406, 0.4342], [1.9925, 0.9122, -1.4508]],
  "mulliken_charge": [-0.203, -0.534, 0.323, 0.288, 0.208, 0.199, -0.195, -0.313, -0.496, 0.329, 0.373, 0.317, 0.364, 0.341],
  "spin_multiplicity": 1,
  "total_charge": 1,
  "orbital_gap_ev": 10.46,
  "smiles": "NC[NH2+]CO"
}

Bottom line: (i), by a margin of 0.0380 hartree.

(i)
{
  "formula": "CH3O3",
  "method": "ωB97M-V with the def2-TZVPD basis set",
  "elements": ["O", "H", "H", "O", "O", "C", "H"],
  "positions_angstrom": [[-2.7080, -2.2287, -1.2236], [-3.3199, -2.6263, -0.5635], [-2.3515, -1.4262, -0.7796], [-1.8893, 0.3964, 1.0528], [0.0000, 0.0000, 0.0000], [-0.6186, 0.1640, 1.0470], [-0.1403, 0.1328, 2.0560]],
  "mulliken_charge": [-0.702, 0.298, 0.379, -0.719, -0.623, 0.055, 0.312],
  "spin_multiplicity": 1,
  "total_charge": -1,
  "orbital_gap_ev": 8.22
}

(ii)
{
  "formula": "CH3O3",
  "method": "ωB97M-V with the def2-TZVPD basis set",
  "elements": ["O", "H", "O", "C", "O", "H", "H"],
  "positions_angstrom": [[0.8023, -2.1029, -0.7174], [1.7055, -1.7904, -0.7896], [-0.5234, 2.2333, 1.2675], [-0.7063, 1.2846, 0.4873], [-0.3062, 0.0992, 0.5841], [-1.3318, 1.5522, -0.4183], [0.3599, -1.2761, -0.4135]],
  "mulliken_charge": [-0.676, 0.278, -0.637, 0.030, -0.668, 0.240, 0.432],
  "spin_multiplicity": 1,
  "total_charge": -1,
  "orbital_gap_ev": 8.64
}

Bottom line: (ii), by a margin of 0.0138 hartree.